The following is a quantum chemistry calculation of a 8-piece molecular cluster, C28H48O24 overall, from the Open Molecules 2025 dataset.

Bonds (Å) are listed after each position.
Positions of all 100 atoms, in Å:
1 C 3.50 -2.05 -2.09  C2 1.496, H8 1.092, H9 1.085, H10 1.099
2 C 3.68 -0.57 -2.27  C1 1.496, C3 1.543, O7 1.448, H11 1.097
3 C 2.81 0.37 -1.41  C2 1.543, O4 1.429, H12 1.079, H13 1.087
4 O 3.71 1.45 -1.16  C3 1.429, C5 1.349
5 C 4.98 1.00 -1.23  O4 1.349, O6 1.166, O7 1.354
6 O 5.92 1.57 -0.84  C5 1.166
7 O 5.01 -0.22 -1.81  C2 1.448, C5 1.354
8 H 4.29 -2.61 -2.60  C1 1.092
9 H 2.51 -2.43 -2.30  C1 1.085
10 H 3.70 -2.36 -1.05  C1 1.099
11 H 3.59 -0.27 -3.32  C2 1.097
12 H 2.55 -0.16 -0.51  C3 1.079
13 H 1.87 0.63 -1.89  C3 1.087
14 C 1.73 4.08 1.08  C15 1.504, H21 1.093, H22 1.098, H23 1.089
15 C 1.93 5.19 0.09  C14 1.504, O16 1.449, H24 1.095, H25 1.083
16 O 1.04 6.26 0.51  C15 1.449, C17 1.313
17 C 1.08 7.42 -0.10  O16 1.313, O18 1.181, O19 1.329
18 O 0.32 8.29 0.15  C17 1.181
19 O 2.07 7.51 -0.97  C17 1.329, C20 1.401
20 C 2.10 8.65 -1.79  O19 1.401, H26 1.086, H27 1.097, H28 1.086
21 H 0.70 3.74 1.19  C14 1.093
22 H 1.93 4.45 2.09  C14 1.098
23 H 2.34 3.18 0.96  C14 1.089
24 H 1.52 4.86 -0.87  C15 1.095
25 H 2.95 5.56 0.02  C15 1.083
26 H 2.86 8.44 -2.54  C20 1.086
27 H 2.48 9.53 -1.25  C20 1.097
28 H 1.13 8.93 -2.18  C20 1.086
29 C 0.38 -3.89 -3.26  C30 1.496, H36 1.095, H37 1.087, H38 1.095
30 C 0.52 -4.97 -2.24  C29 1.496, O31 1.444, H39 1.098, H40 1.092
31 O 1.46 -4.59 -1.21  C30 1.444, C32 1.321
32 C 1.80 -5.50 -0.31  O31 1.321, O33 1.192, O34 1.329
33 O 1.30 -6.57 -0.18  C32 1.192
34 O 2.84 -5.05 0.38  C32 1.329, C35 1.432
35 C 3.33 -5.85 1.47  O34 1.432, H41 1.092, H42 1.096, H43 1.082
36 H -0.45 -4.12 -3.93  C29 1.095
37 H 1.23 -3.74 -3.92  C29 1.087
38 H 0.06 -2.94 -2.80  C29 1.095
39 H 0.93 -5.87 -2.73  C30 1.098
40 H -0.42 -5.32 -1.82  C30 1.092
41 H 3.43 -6.89 1.13  C35 1.092
42 H 2.61 -5.90 2.29  C35 1.096
43 H 4.26 -5.43 1.83  C35 1.082
44 C -2.52 -0.89 -4.43  C45 1.508, H51 1.082, H52 1.096, H53 1.093
45 C -3.47 -0.11 -3.57  C44 1.508, O46 1.432, H54 1.091, H55 1.087
46 O -4.69 0.09 -4.30  C45 1.432, C47 1.331
47 C -5.56 1.04 -3.95  O46 1.331, O48 1.180, O49 1.338
48 O -6.51 1.27 -4.61  C47 1.180
49 O -5.21 1.66 -2.82  C47 1.338, C50 1.425
50 C -6.12 2.65 -2.35  O49 1.425, H56 1.085, H57 1.087, H58 1.091
51 H -1.94 -0.25 -5.09  C44 1.082
52 H -3.09 -1.64 -4.98  C44 1.096
53 H -1.88 -1.54 -3.82  C44 1.093
54 H -3.05 0.89 -3.46  C45 1.091
55 H -3.69 -0.59 -2.62  C45 1.087
56 H -5.55 3.21 -1.61  C50 1.085
57 H -7.01 2.23 -1.90  C50 1.087
58 H -6.46 3.37 -3.10  C50 1.091
59 C -1.75 0.98 -0.40  O60 1.439, H65 1.081, H66 1.090, H67 1.089
60 O -0.71 -0.01 -0.47  C59 1.439, C61 1.318
61 C -0.57 -0.95 0.44  O60 1.318, O62 1.218, O63 1.333
62 O -1.41 -1.38 1.21  C61 1.218
63 O 0.70 -1.36 0.36  C61 1.333, C64 1.397
64 C 1.16 -2.49 1.03  O63 1.397, H68 1.076, H69 1.096, H70 1.097
65 H -2.40 0.97 -1.27  C59 1.081
66 H -1.21 1.92 -0.34  C59 1.090
67 H -2.31 0.95 0.53  C59 1.089
68 H 2.08 -2.83 0.58  C64 1.076
69 H 0.45 -3.32 1.07  C64 1.096
70 H 1.24 -2.28 2.11  C64 1.097
71 O -5.82 1.54 0.82  C72 1.187
72 C -5.57 0.38 0.87  O71 1.187, O73 1.365, O76 1.357
73 O -4.86 -0.26 -0.11  C72 1.365, C74 1.404
74 C -4.58 -1.58 0.27  O73 1.404, C75 1.556, H77 1.092, H78 1.088
75 C -5.01 -1.63 1.77  C74 1.556, O76 1.414, H79 1.088, H80 1.086
76 O -5.66 -0.40 1.98  C72 1.357, C75 1.414
77 H -5.14 -2.31 -0.32  C74 1.092
78 H -3.52 -1.81 0.18  C74 1.088
79 H -4.11 -1.66 2.38  C75 1.088
80 H -5.63 -2.51 1.94  C75 1.086
81 O 2.39 1.10 2.94  C82 1.170
82 C 3.00 0.21 3.38  O81 1.170, O83 1.368, O86 1.348
83 O 2.61 -0.50 4.49  C82 1.368, C84 1.425
84 C 3.60 -1.50 4.76  O83 1.425, C85 1.541, H87 1.089, H88 1.090
85 C 4.57 -1.44 3.56  C84 1.541, O86 1.422, H89 1.092, H90 1.091
86 O 3.98 -0.45 2.73  C82 1.348, C85 1.422
87 H 4.11 -1.24 5.68  C84 1.089
88 H 3.19 -2.50 4.86  C84 1.090
89 H 4.64 -2.37 3.00  C85 1.092
90 H 5.59 -1.20 3.86  C85 1.091
91 O -1.49 2.82 2.75  C92 1.185
92 C -1.49 1.82 3.38  O91 1.185, O93 1.377, O96 1.362
93 O -2.50 0.89 3.35  C92 1.377, C94 1.428
94 C -2.11 -0.19 4.19  O93 1.428, C95 1.518, H97 1.095, H98 1.090
95 C -0.61 0.00 4.35  C94 1.518, O96 1.442, H99 1.090, H100 1.086
96 O -0.52 1.44 4.26  C92 1.362, C95 1.442
97 H -2.58 -0.08 5.17  C94 1.095
98 H -2.33 -1.19 3.82  C94 1.090
99 H 0.02 -0.42 3.57  C95 1.090
100 H -0.25 -0.40 5.29  C95 1.086

Properties
- Structure (SMILES): C[C@H]1COC(=O)O1.CCOC(=O)OC.CCOC(=O)OC.CCOC(=O)OC.COC(=O)OC.O=C1OCCO1.O=C1OCCO1.O=C1OCCO1
- E_LUMO: -0.1 eV
- Energy relative to the best compared isomer or geometry (same formula, charge and spin): 6.9 kcal per mole
- DFT total energy: -2901.5101 hartree

Atomic partial charges in e from the Löwdin method, atoms 1 to 5: number 1, C, carries -0.02; number 2, C, carries -0.29; number 3, C, carries -0.08; number 4, O, carries 0.07; number 5, C, carries -0.59



The following is a quantum chemistry calculation of a 6-piece molecular cluster, C34H38F40O7Si overall, from the Open Molecules 2025 dataset.

Bonds (Å) are listed after each position.
Positions of all 120 atoms, in Å:
1 F 7.89 2.99 7.93  C2 1.345
2 C 7.27 2.26 6.98  F1 1.345, F3 1.356, C4 1.529, H15 1.094
3 F 7.12 3.08 5.92  C2 1.356
4 C 5.92 1.71 7.43  C2 1.529, F5 1.352, F6 1.365, C7 1.545
5 F 5.04 2.72 7.67  C4 1.352
6 F 5.40 1.00 6.39  C4 1.365
7 C 5.94 0.77 8.65  C4 1.545, O8 1.436, H16 1.093, H17 1.093
8 O 5.63 1.33 9.93  C7 1.436, C9 1.411
9 C 6.67 1.96 10.65  O8 1.411, F10 1.346, F11 1.352, C12 1.534
10 F 7.85 1.67 10.07  C9 1.346
11 F 6.70 1.37 11.86  C9 1.352
12 C 6.44 3.47 10.82  C9 1.534, F13 1.348, F14 1.355, H18 1.093
13 F 6.29 4.10 9.64  C12 1.348
14 F 7.50 4.04 11.44  C12 1.355
15 H 7.95 1.45 6.68  C2 1.094
16 H 5.13 0.05 8.48  C7 1.093
17 H 6.84 0.16 8.69  C7 1.093
18 H 5.54 3.66 11.42  C12 1.093
19 F -2.94 3.55 -3.19  C20 1.347
20 C -1.97 4.29 -3.77  F19 1.347, F21 1.357, C22 1.530, H33 1.094
21 F -0.81 3.61 -3.57  C20 1.357
22 C -1.86 5.70 -3.19  C20 1.530, F23 1.354, F24 1.365, C25 1.545
23 F -1.48 5.66 -1.89  C22 1.354
24 F -0.85 6.33 -3.85  C22 1.365
25 C -3.11 6.60 -3.32  C22 1.545, O26 1.436, H34 1.093, H35 1.093
26 O -3.98 6.68 -2.19  C25 1.436, C27 1.411
27 C -4.96 5.68 -2.02  O26 1.411, F28 1.347, F29 1.351, C30 1.533
28 F -5.04 4.94 -3.15  C27 1.347
29 F -6.14 6.32 -1.91  C27 1.351
30 C -4.72 4.83 -0.77  C27 1.533, F31 1.349, F32 1.355, H36 1.094
31 F -3.51 4.25 -0.77  C30 1.349
32 F -5.63 3.82 -0.69  C30 1.355
33 H -2.16 4.32 -4.85  C20 1.094
34 H -2.73 7.61 -3.44  C25 1.093
35 H -3.66 6.40 -4.24  C25 1.093
36 H -4.80 5.44 0.14  C30 1.094
37 F -3.19 -0.04 -5.92  C38 1.346
38 C -3.20 0.16 -4.58  F37 1.346, F39 1.359, C40 1.530, H51 1.093
39 F -2.13 -0.52 -4.10  C38 1.359
40 C -4.49 -0.32 -3.91  C38 1.530, F41 1.355, F42 1.365, C43 1.541
41 F -4.63 -1.67 -4.02  C40 1.355
42 F -4.37 -0.07 -2.58  C40 1.365
43 C -5.79 0.35 -4.39  C40 1.541, O44 1.434, H52 1.093, H53 1.093
44 O -6.56 -0.35 -5.37  C43 1.434, C45 1.410
45 C -6.17 -0.18 -6.72  O44 1.410, F46 1.346, F47 1.351, C48 1.534
46 F -5.30 0.84 -6.81  C45 1.346
47 F -7.28 0.21 -7.38  C45 1.351
48 C -5.64 -1.47 -7.35  C45 1.534, F49 1.352, F50 1.355, H54 1.093
49 F -4.59 -1.98 -6.66  C48 1.352
50 F -5.21 -1.25 -8.62  C48 1.355
51 H -3.03 1.22 -4.39  C38 1.093
52 H -6.44 0.38 -3.51  C43 1.093
53 H -5.64 1.40 -4.66  C43 1.093
54 H -6.42 -2.24 -7.38  C48 1.093
55 F -2.83 -6.15 -2.66  C56 1.346
56 C -3.81 -5.34 -3.11  F55 1.346, F57 1.358, C58 1.530, H69 1.094
57 F -4.91 -5.65 -2.38  C56 1.358
58 C -4.10 -5.52 -4.60  C56 1.530, F59 1.354, F60 1.365, C61 1.545
59 F -4.57 -6.76 -4.87  C58 1.354
60 F -5.10 -4.66 -4.93  C58 1.365
61 C -2.92 -5.22 -5.56  C58 1.545, O62 1.437, H70 1.093, H71 1.093
62 O -2.15 -6.33 -6.03  C61 1.437, C63 1.411
63 C -1.11 -6.82 -5.21  O62 1.411, F64 1.346, F65 1.351, C66 1.533
64 F -0.87 -5.94 -4.22  C63 1.346
65 F 0.00 -6.81 -5.98  C63 1.351
66 C -1.36 -8.24 -4.71  C63 1.533, F67 1.348, F68 1.356, H72 1.093
67 F -2.52 -8.33 -4.02  C66 1.348
68 F -0.38 -8.63 -3.86  C66 1.356
69 H -3.54 -4.31 -2.88  C56 1.094
70 H -3.37 -4.81 -6.47  C61 1.093
71 H -2.28 -4.42 -5.19  C61 1.093
72 H -1.41 -8.95 -5.54  C66 1.093
73 F 2.90 -10.82 -2.04  C74 1.346
74 C 2.15 -10.20 -2.97  F73 1.346, F75 1.358, C76 1.533, H87 1.093
75 F 1.71 -11.17 -3.81  C74 1.358
76 C 2.93 -9.14 -3.75  C74 1.533, F77 1.354, F78 1.366, C79 1.545
77 F 3.93 -9.69 -4.48  C76 1.354
78 F 2.08 -8.58 -4.66  C76 1.366
79 C 3.51 -7.97 -2.91  C76 1.545, O80 1.437, H88 1.093, H89 1.093
80 O 4.89 -8.06 -2.52  C79 1.437, C81 1.411
81 C 5.21 -8.80 -1.36  O80 1.411, F82 1.345, F83 1.352, C84 1.534
82 F 4.08 -9.07 -0.68  C81 1.345
83 F 5.92 -7.96 -0.57  C81 1.352
84 C 6.05 -10.04 -1.67  C81 1.534, F85 1.348, F86 1.355, H90 1.093
85 F 5.44 -10.86 -2.54  C84 1.348
86 F 6.26 -10.76 -0.54  C84 1.355
87 H 1.28 -9.76 -2.48  C74 1.093
88 H 3.48 -7.10 -3.56  C79 1.093
89 H 2.87 -7.71 -2.07  C79 1.093
90 H 7.02 -9.76 -2.09  C84 1.093
91 C 3.43 2.99 4.56  C92 1.408, H103 1.144, H104 1.132
92 C 4.14 4.21 4.63  C91 1.408, Si93 1.909, H105 1.148
93 Si 3.38 5.95 4.79  C92 1.909, C94 1.915, H106 1.483, H107 1.468
94 C 1.75 6.22 3.82  Si93 1.915, C95 1.613, H108 1.153, H109 1.142
95 C 1.57 5.29 2.52  C94 1.613, C96 1.596, H110 1.149, H111 1.147
96 C 0.40 4.21 2.67  C95 1.596, C97 1.597, H112 1.151, H113 1.150
97 C -1.05 4.72 2.26  C96 1.597, C98 1.596, H114 1.140, H115 1.152
98 C -1.40 6.21 2.70  C97 1.596, O99 1.452, H116 1.143, H117 1.152
99 O -1.90 6.32 4.06  C98 1.452, C100 1.409
100 C -3.25 5.91 4.16  O99 1.409, C101 1.614, O102 1.246
101 C -3.62 4.68 5.14  C100 1.614, H118 1.141, H119 1.134, H120 1.135
102 O -4.21 6.46 3.59  C100 1.246
103 H 4.04 2.03 4.45  C91 1.144
104 H 2.30 2.97 4.59  C91 1.132
105 H 5.28 4.14 4.62  C92 1.148
106 H 3.06 6.16 6.22  Si93 1.483
107 H 4.35 6.97 4.39  Si93 1.468
108 H 1.73 7.31 3.46  C94 1.153
109 H 0.80 6.09 4.45  C94 1.142
110 H 1.44 5.93 1.57  C95 1.149
111 H 2.56 4.72 2.36  C95 1.147
112 H 0.66 3.35 1.96  C96 1.151
113 H 0.41 3.74 3.72  C96 1.150
114 H -1.29 4.62 1.15  C97 1.140
115 H -1.80 4.04 2.80  C97 1.152
116 H -0.56 6.97 2.52  C98 1.143
117 H -2.26 6.56 2.02  C98 1.152
118 H -3.71 5.15 6.18  C101 1.141
119 H -2.76 3.94 5.05  C101 1.134
120 H -4.61 4.21 4.85  C101 1.135

Properties
- Structure (SMILES): FC(F)C(F)(F)COC(F)(F)C(F)F.FC(F)C(F)(F)COC(F)(F)C(F)F.FC(F)C(F)(F)COC(F)(F)C(F)F.FC(F)C(F)(F)COC(F)(F)C(F)F.FC(F)C(F)(F)COC(F)(F)C(F)F.C=C[SiH2]CCCCCOC(C)=O
- E_LUMO: 0.2 eV
- DFT total energy: -6129.0684 hartree

Atomic partial charges in e from the Löwdin method, atoms 1 to 5: number 1, F, carries 0.10; number 2, C, carries -0.30; number 3, F, carries 0.08; number 4, C, carries -0.44; number 5, F, carries 0.13



The following is a quantum chemistry calculation of a 2-piece molecular cluster, C2H4BrN overall, from the Open Molecules 2025 dataset.

Bonds (Å) are listed after each position.
Positions of all 8 atoms, in Å:
1 C -0.16 0.83 -0.43  N3 1.239, H5 1.057
2 C -0.09 -0.96 0.70  Br4 1.944, H6 1.095, H7 1.082
3 N 1.02 1.08 -0.71  C1 1.239, H8 1.014
4 Br -1.68 -2.05 0.45  C2 1.944
5 H -1.15 1.20 -0.49  C1 1.057
6 H 0.20 -0.83 1.75  C2 1.095
7 H 0.64 -1.20 -0.06  C2 1.082
8 H 1.23 1.94 -1.20  N3 1.014

Properties
- E_LUMO: 1.0 eV
- Energy relative to the best compared isomer or geometry (same formula, charge and spin): 60.4 kcal per mole
- DFT total energy: -2707.2627 hartree

Atomic partial charges in e from the Löwdin method, atoms 1 to 5: number 1, C, carries -0.11; number 2, C, carries -0.54; number 3, N, carries 0.05; number 4, Br, carries 0.50; number 5, H, carries 0.06



The following is a quantum chemistry calculation of one molecule with the formula C10H16N4S, from the Open Molecules 2025 dataset.

Bonds (Å) are listed after each position.
Positions of all 31 atoms, in Å:
1 C 3.65 -2.94 1.06  C2 1.618, H16 1.288, H17 1.258, H18 1.194
2 C 3.11 -1.51 1.58  C1 1.618, C3 1.607, H19 1.206, H20 1.210
3 C 1.88 -0.91 0.74  C2 1.607, C4 1.582, H21 1.190, H22 1.157
4 C 0.49 -1.66 0.82  C3 1.582, N5 1.511, H23 1.152, H24 1.103
5 N -0.33 -0.77 -0.09  C4 1.511, C6 1.335, H25 1.105
6 C -1.52 -1.21 -0.51  N5 1.335, S7 1.694, N8 1.403
7 S -2.08 -2.79 -0.27  C6 1.694
8 N -2.33 -0.17 -1.00  C6 1.403, C9 1.424, H26 1.069
9 C -1.78 1.12 -1.22  N8 1.424, C10 1.381, C14 1.443
10 C -1.70 1.65 -2.49  C9 1.381, N11 1.431, H27 1.188
11 N -1.71 3.06 -2.73  C10 1.431, C12 1.350
12 C -1.45 3.88 -1.69  N11 1.350, C13 1.455, H28 1.127
13 C -1.55 3.41 -0.32  C12 1.455, C14 1.389, H29 1.217
14 C -1.82 2.06 -0.13  C9 1.443, C13 1.389, N15 1.447
15 N -2.36 1.59 1.13  C14 1.447, H30 1.120, H31 1.113
16 H 3.84 -2.86 -0.21  C1 1.288
17 H 4.76 -3.00 1.65  C1 1.258
18 H 2.98 -3.89 1.31  C1 1.194
19 H 3.98 -0.68 1.51  C2 1.206
20 H 2.81 -1.86 2.69  C2 1.210
21 H 2.15 -0.87 -0.42  C3 1.190
22 H 1.75 0.22 0.94  C3 1.157
23 H 0.56 -2.70 0.31  C4 1.152
24 H 0.01 -1.87 1.79  C4 1.103
25 H 0.00 0.16 -0.58  N5 1.105
26 H -3.10 -0.69 -1.55  N8 1.069
27 H -1.83 1.21 -3.59  C10 1.188
28 H -1.32 4.99 -1.86  C12 1.127
29 H -1.13 4.15 0.55  C13 1.217
30 H -3.08 2.23 1.69  N15 1.120
31 H -2.90 0.65 0.87  N15 1.113

Properties
- Structure (SMILES): CCCCNC(=S)Nc1cnccc1N
- E_LUMO: 0.3 eV
- Energy relative to the best compared isomer or geometry (same formula, charge and spin): 70.5 kcal per mole
- DFT total energy: -1007.7091 hartree

Atomic partial charges in e from the Löwdin method, atoms 1 to 5: number 1, C, carries -0.19; number 2, C, carries -0.30; number 3, C, carries -0.24; number 4, C, carries -0.21; number 5, N, carries -0.04